No. 1
14
Properties=species:S:1:pos:R:3 method="wB97M-V/def2-TZVPD" e_homo_ev=-9.47 charge=0
H -2.7311 -0.8015 -0.7356
C -1.9812 -0.4592 -0.0248
C 0.5163 -0.6842 0.5582
C -0.5691 -0.4237 -0.4588
C 1.8558 -0.0171 0.1643
H -2.1375 -0.6140 1.0606
H 0.1687 -0.1709 1.4640
N -1.2456 0.8173 -0.1496
H -0.2599 -0.5313 -1.5436
S 3.1798 -0.8471 -0.2498
C 1.8357 1.4488 0.1023
N 1.9748 2.5925 -0.0248
H 0.7892 -1.7108 0.8054
H -1.3960 1.4013 -0.9680

***

No. 2
15
Properties=species:S:1:pos:R:3 method="wB97M-V/def2-TZVPD" e_homo_ev="-4.78 / -9.80" charge=0 spin_multiplicity=3
H -0.2321 0.0465 -3.3176
C 0.1329 0.1290 -1.2664
C -0.2038 0.2152 -0.0160
C 0.8436 -0.4647 3.5573
H -1.0380 1.9520 -1.0612
C -0.0907 1.5215 -0.7263
H -1.6496 0.1791 1.7467
H -0.9639 -1.3496 0.9211
H 0.7584 2.0940 -0.5162
C -0.6534 -0.3712 1.3119
H 1.3196 -0.7302 -2.8065
H 1.3765 -0.6911 4.4058
C 0.3653 -0.6063 -2.4617
H -0.1470 -1.5127 -2.3431
C 0.1822 -0.4116 2.5722

***

No. 3
98
Properties=species:S:1:pos:R:3 method="wB97M-V/def2-TZVPD" e_homo_ev="-7.10 / -7.11" charge=0 spin_multiplicity=2
H 1.8463 0.3611 1.5552
Cl -3.4105 0.0703 -1.3046
H 1.3044 -0.2717 -6.5239
C -3.4493 0.2259 4.2210
H -4.1808 -1.7783 3.9577
H 5.2559 -4.1599 -3.3758
N 1.8287 0.0604 0.5878
H -1.8645 5.5523 2.5880
C -3.5347 -1.0066 3.5659
H 5.8984 -1.9901 -2.4587
H 0.8636 -6.3927 2.7860
O -0.8539 2.2686 -2.3662
H -4.4331 2.7399 2.4816
H -0.0533 2.0192 4.4206
H 3.3651 0.2321 -7.8287
H -2.7585 4.4898 3.7004
Ru -0.4803 0.3021 -0.8485
H 0.1499 -0.5853 3.3180
H 1.3165 2.4817 -4.1180
H 2.4750 1.8775 -6.0985
H 0.8590 1.3919 3.0476
C 2.5140 -1.2013 -2.4819
H -5.2203 0.3074 5.4199
O -2.4305 -0.1313 -2.3275
H -0.3665 -1.6197 -1.6685
C 2.2732 -0.2467 -6.0215
C 4.8389 -2.2589 -2.4359
H 4.3386 -0.2346 -1.9197
C 0.3094 -4.7368 1.5386
C -1.8742 -0.3083 1.8977
C 1.3187 1.4164 -4.3542
H -0.5030 -3.3598 -2.0393
H 3.2443 -1.4948 -7.4981
H -0.1547 -6.8139 1.4038
C -2.7863 3.8545 1.6081
C 1.0304 3.8441 1.6826
H 3.5603 -3.6954 -3.4322
C -2.7759 -1.2578 2.4584
C -4.1439 0.4366 5.5282
C -0.4055 -2.9488 0.0528
C 2.4458 1.1008 -5.3291
H 1.5415 2.6787 4.0455
O -2.9086 1.0640 -0.3942
H 2.0134 -0.9370 0.5635
C -0.5085 -2.0501 1.1483
H 4.7273 -2.9040 -4.4931
H 3.4035 1.1279 -4.8061
H 0.6150 -4.1604 3.5671
O -0.8590 2.4148 0.3018
H -4.1337 2.4061 0.7672
O -4.6325 0.4791 -1.8557
H 2.2755 -1.0379 -5.2717
H -1.9083 -2.4907 -1.3852
H 2.5704 0.5357 0.0797
C -0.8197 -2.5899 -1.3382
H -3.6181 5.5555 2.5983
C 0.0211 -1.6182 3.6223
C -4.1506 3.1805 1.5289
Se -1.4956 3.3173 -1.4154
H 2.3184 -1.7445 -1.5523
H -3.7940 -0.2945 6.2578
N -0.9695 -0.7513 0.9973
C -0.0834 -2.5152 2.4217
H 2.5285 1.5079 -1.8925
C 0.0015 3.3234 2.6815
H -0.8683 -1.6721 4.2504
H 4.2116 -0.5942 -3.6382
P -1.4275 2.5903 1.7177
H 0.0169 -4.9405 -0.5595
H -2.8571 -2.2101 1.9600
H 0.3559 1.1980 -4.8137
H 0.5868 4.5460 0.9773
C -2.7413 4.9194 2.7000
H 1.8447 4.3417 2.2084
O -3.5502 -1.1443 -0.5773
H -2.5955 4.3459 0.6484
H -3.9556 1.4340 5.9132
O -3.0223 3.5647 -1.4547
C 0.6603 -6.1751 1.7407
C 3.3758 -0.5165 -7.0395
H 2.1278 -1.8267 -3.2843
H 4.6260 -2.6764 -1.4492
C 4.0092 -0.9859 -2.6424
H 1.4413 3.0132 1.1080
H 4.3517 -0.4896 -6.5587
H -0.3760 4.1555 3.2761
C -1.9945 1.0148 2.4131
C -2.7218 1.2178 3.5895
Ge 1.3970 0.5684 -2.5051
H -2.6858 2.2059 4.0298
O -0.6953 4.6408 -1.1922
C 4.5772 -3.3188 -3.4993
C 0.3054 -3.8325 2.5861
H -4.9070 3.9093 1.2479
H 0.8678 -1.9225 4.2359
C -0.0138 -4.2568 0.2770
C 0.6214 2.2901 3.6117
H 1.5405 -6.4331 1.1554

***

No. 4
56
Properties=species:S:1:pos:R:3 method="wB97M-V/def2-TZVPD" e_homo_ev="-16.74 / -16.73" charge=+3 spin_multiplicity=5
H 2.9761 0.4293 1.7571
H -3.0335 -1.5237 -1.1783
N 0.5263 0.4258 8.2517
P 1.9242 -0.8350 0.0299
H 0.9538 -3.0036 0.4287
H 2.7015 -2.9831 0.8057
C 1.0401 -1.5594 -2.4105
C 2.3171 -1.1341 -1.7156
C -0.2001 0.3745 4.0997
H 2.0905 3.1882 -2.7971
Pd -0.0312 0.3435 -0.1065
C 0.2211 0.5049 6.8621
C -2.5514 -0.8104 -1.8655
H 4.1820 -0.4832 0.8040
C 1.0348 1.2555 5.9926
C -0.8429 -0.2637 6.3480
H -2.3462 -2.5206 -3.9372
H -0.2078 -3.4444 -4.9655
H -1.4939 -0.8062 7.0287
O 0.1353 1.2062 1.8886
H -1.8263 -0.9876 4.5681
H -3.2691 0.0454 1.1366
C -1.3555 -2.2804 -3.5538
H 0.8204 3.3830 -1.8910
O 1.5265 1.0332 8.6925
C -0.1807 -2.7689 -4.1127
P -2.1335 0.6401 -0.8696
C 3.2706 0.1203 0.7479
H 1.8397 1.8560 6.4036
O -0.3506 4.2126 -1.0435
H 2.6336 -0.1290 -2.0966
H -4.3502 0.8875 -0.0102
O -0.2077 -0.2712 8.9891
C 1.7650 -2.4206 0.8856
H -0.7971 5.0724 -1.0488
C -0.3862 0.2397 2.5939
C -2.1421 2.0389 -1.9985
H -3.1423 1.8288 0.9196
H 1.5505 -2.2345 1.9472
C -3.3488 0.8732 0.4254
C -1.2915 -1.4134 -2.4628
H 1.9929 -2.7295 -3.9091
H -0.2742 3.9603 -0.0924
C -1.0359 -0.3479 4.9733
O 1.4633 2.6862 -2.2381
N -0.1088 -1.0746 -1.9282
C 1.0358 -2.3907 -3.5375
H 3.0776 -1.9164 -1.7777
C 0.8190 1.1919 4.6252
H -1.9423 2.9618 -1.4345
O -0.9622 -0.7675 2.1095
H 3.4476 0.9994 0.1172
H 1.4570 1.7559 3.9433
H -3.2783 -0.5117 -2.6343
H -3.1186 2.1024 -2.4905
H -1.3443 1.9016 -2.7413

***

No. 5
30
Properties=species:S:1:pos:R:3 method="wB97M-V/def2-TZVPD" e_homo_ev=-7.85 charge=0
H 3.2051 -2.8764 -0.5733
C -1.8523 -0.8227 1.7873
C 2.3247 -2.5491 1.2687
H -0.4129 0.8368 1.8519
C -1.5025 1.9571 -1.5245
C 0.3030 2.2954 -0.0436
H -2.6822 -0.4208 2.3100
H 3.0767 -3.2890 1.7196
C -1.1297 1.9146 -3.0345
C 0.7099 -0.8118 -0.0517
C -0.4645 -0.1303 2.1007
H -0.5525 1.0395 -3.2983
C -0.3718 1.3302 -0.6699
C 0.5940 -0.8967 1.3207
C 1.6946 -1.5187 -0.7799
C 2.4892 -2.3955 -0.0977
H 1.8195 -1.4079 -1.7930
H 0.0587 3.3205 0.0581
H -1.6396 2.9123 -1.1354
H -2.0859 1.7329 -3.6521
H -1.8008 -1.9797 2.0956
H -2.1616 -0.5979 0.8349
H -0.3923 -0.1879 -1.8281
H 1.1975 1.9947 0.5016
H 1.2557 -1.6854 3.0477
C 1.4720 -1.7148 1.9791
H -2.4539 1.3843 -1.3643
H -0.0438 -0.3112 3.1034
H -0.5047 2.8904 -3.2567
N -0.1496 -0.0130 -0.8763

***

No. 6
81
Properties=species:S:1:pos:R:3 method="wB97M-V/def2-TZVPD" e_homo_ev="-5.83 / -5.62" charge=0 spin_multiplicity=2
C 0.7759 4.4107 -1.1090
H -2.4702 -4.1328 -0.2350
H -4.0337 -0.5576 -1.9644
C -3.6824 -1.5753 -2.0622
H 0.0919 1.4702 2.4618
H 2.1210 -1.5404 6.9670
H 2.7769 -2.9950 -3.2404
H -0.1134 -5.0504 -2.6928
C -2.9136 -4.2128 -2.3291
C 1.0630 3.2913 -0.3748
H 1.3985 -3.4714 1.6893
C 0.5949 -1.6889 5.3655
H 4.0307 0.2536 0.2463
C -1.2013 3.1193 2.8814
Br -3.1757 1.8449 -1.0479
C 1.4208 -1.0310 6.3197
O -0.0390 5.6144 -2.8311
As 0.4897 -3.1117 -1.2088
C 1.9281 -2.6382 2.1465
H -4.1737 -1.6612 -4.1441
C 0.0140 2.0063 -2.1390
H 4.8274 -1.6892 -3.4728
H -0.7887 3.1231 -3.8382
Ru -0.9208 -0.8547 0.7794
C -2.9267 3.4203 1.2570
C 2.2063 -2.1219 -1.3528
C 3.7351 -0.4586 -0.5143
C 0.6662 2.0672 -0.9153
S 0.0228 0.7635 5.1995
H 0.7883 1.1852 -0.2965
C -0.4693 0.7795 -2.7284
C 4.1981 -1.5450 -2.6040
C -0.2679 3.1741 -2.8930
As 1.4019 -0.9851 1.2530
H -3.4440 -4.0192 -4.4100
C 2.5651 -1.2062 -0.3522
H 1.6151 -2.5485 3.1813
H -3.7891 3.9411 0.8703
H 0.5886 -2.7602 5.2195
C -3.1728 -2.2284 -0.9295
O -0.9560 0.4820 -3.7493
H -1.4132 -1.9459 -2.5783
H 1.6403 -5.0062 -2.4513
C -2.9842 -1.5774 0.3839
H -3.1805 -2.3338 1.1516
C -0.2131 -0.8509 4.6440
C -2.8245 -3.5812 -1.0997
H 2.6673 1.1888 1.8224
H -0.2178 7.1805 -1.4993
H 1.3800 7.0280 -2.3308
C 3.0350 -2.2841 -2.4650
Te -1.6945 -1.4049 3.2165
H 1.5185 3.3429 0.6044
H -2.6404 -5.2590 -2.4122
C -2.3229 3.8150 2.4396
C -0.3550 -1.7774 -2.4211
C 2.5559 0.2160 2.3053
C 0.1263 4.3521 -2.3426
C -2.3824 2.3258 0.6072
H 5.4514 -0.0360 -1.7243
H 0.8755 -3.9487 -3.6630
H 3.5407 -0.2136 2.4901
O -0.2206 -0.4556 -1.7551
C 0.5431 6.4968 -1.8758
H -2.3742 5.0006 3.9309
H -0.6914 3.3848 3.7989
O -2.8449 4.8707 3.0999
C 1.2231 0.3156 6.3365
N -1.3503 1.6148 1.0129
C 4.5460 -0.6212 -1.6258
H 0.1848 -1.7291 -3.3653
C 0.7610 -4.4034 -2.6791
H 2.0461 0.3552 3.2596
H 1.7083 1.0489 6.9610
C -3.7744 -2.2057 -3.2963
H 3.0068 -2.7825 2.0850
H 0.7078 -0.4260 -1.4051
C -3.3692 -3.5246 -3.4502
O 1.0321 5.6983 -0.7905
C -0.7668 2.0444 2.1408
H -3.7117 -0.7755 0.5377

***

No. 7
21
Properties=species:S:1:pos:R:3 method="wB97M-V/def2-TZVPD" e_homo_ev=-3.48 charge=-1
O 2.7116 -15.6630 5.9054
Na 2.1390 -15.7600 8.1541
H 4.1545 -17.9009 9.7573
H 3.8200 -16.0923 12.3207
H 3.4278 -13.3529 9.0263
O -2.1766 -17.2654 7.7060
H 2.1809 -13.0829 9.8826
H 2.2673 -16.4079 5.4659
H 2.7482 -18.2813 9.2202
O 3.3894 -17.5510 9.2867
O 0.6311 -13.6080 6.5396
O 0.1214 -16.6572 8.4336
H 3.0060 -16.2210 11.0211
O -1.7582 -15.1862 8.9852
S -1.2506 -16.1318 7.9698
O 2.5329 -13.6673 9.2025
H -0.1773 -14.2371 6.5962
H 1.3159 -14.1585 6.1537
O -0.9773 -15.3645 6.6873
O 3.2626 -15.5875 11.7172
H 3.3246 -15.2972 5.2567

***

No. 8
11
Properties=species:S:1:pos:R:3 method="wB97M-V/def2-TZVPD" e_homo_ev=-8.73 charge=0
C 0.5975 0.3583 -1.7169
N -0.9777 1.0646 1.3876
H -1.5321 0.4780 1.9961
H -1.4885 1.8799 1.0667
H 1.7707 0.0040 -0.8553
C 0.7366 -0.9505 -1.0627
O -0.0354 1.1188 -0.7093
C -0.3455 0.3787 0.3755
C 0.1211 -0.8973 0.2570
H -0.0061 -1.7222 0.9428
H 1.2549 -1.8132 -1.5223